[1]
16
Properties=species:S:1:pos:R:3 method="wB97M-V/def2-TZVPD" homo_ha=-0.510 spin_multiplicity=1 gap_ha=0.2986 charge=+1 relative_energy_kj_mol=19.5
C -1.027 0.285 0.650
C 0.079 0.852 0.301
C -2.176 -0.408 1.101
C 0.469 2.165 -0.376
C 1.918 -1.140 -0.352
P 1.526 -0.178 1.075
Cl 0.733 -1.658 2.192
H -2.402 -1.408 0.684
H -3.008 0.425 1.182
H -1.989 -0.669 2.124
H -0.192 2.948 0.016
H 0.168 1.996 -1.319
H 1.537 2.400 -0.179
H 2.957 -1.449 -0.437
H 1.707 -0.620 -1.257
H 1.477 -2.117 -0.320

---

[2]
16
Properties=species:S:1:pos:R:3 method="wB97M-V/def2-TZVPD" homo_ha=-0.527 spin_multiplicity=1 gap_ha=0.3280 charge=+1 relative_energy_kj_mol=0.0
Ca 0.679 -2.383 1.412
N -0.429 0.553 -0.086
S -0.701 -0.707 -1.008
O -0.434 -0.451 -2.402
O -0.145 -1.963 -0.422
C -2.554 -0.903 -0.833
F -3.123 0.254 -1.085
F -2.837 -1.288 0.393
F -2.949 -1.806 -1.704
S 0.642 1.075 0.950
O 0.168 2.309 1.540
C 2.419 1.364 0.487
F 3.011 2.052 1.440
F 3.054 0.225 0.320
F 2.459 2.037 -0.646
O 0.740 -0.368 1.643

---

[3]
93
Properties=species:S:1:pos:R:3 method="wB97M-V/def2-TZVPD" homo_ha=-0.389 spin_multiplicity=1 gap_ha=0.2707 charge=+1 relative_energy_kj_mol=36.2
Sc -0.314 0.669 -1.183
N -4.456 2.226 -1.846
C -3.695 1.138 -1.953
N -2.425 1.482 -1.831
C -2.487 2.834 -1.619
N -3.705 3.318 -1.634
C -1.283 3.637 -1.388
C -1.316 5.017 -1.221
N -0.210 5.710 -0.998
C 0.933 5.037 -0.951
C 0.987 3.659 -1.119
N -0.129 2.963 -1.330
H -5.459 2.302 -1.891
H -4.078 0.144 -2.106
H -2.255 5.554 -1.263
H 1.837 5.606 -0.781
H 1.916 3.105 -1.090
C 4.443 0.828 -0.864
C 3.619 -0.301 -0.230
C 2.760 0.356 0.860
C 4.591 -1.284 0.430
P 2.505 -1.066 -1.534
N 1.317 -0.092 -1.903
C 3.504 -1.409 -3.093
C 3.634 -0.107 -3.905
C 4.897 -2.005 -2.883
C 2.691 -2.372 -3.972
C 1.856 -2.696 -0.849
C 0.566 -3.093 -1.588
C 2.846 -3.862 -0.939
C 1.474 -2.508 0.628
H 4.911 1.399 -0.060
H 3.817 1.507 -1.446
H 5.240 0.459 -1.505
H 3.435 0.846 1.566
H 2.138 -0.337 1.418
H 2.100 1.122 0.445
H 5.264 -0.719 1.079
H 5.207 -1.819 -0.293
H 4.082 -2.017 1.057
H 4.402 0.557 -3.521
H 2.686 0.429 -3.944
H 3.921 -0.371 -4.924
H 5.577 -1.306 -2.396
H 5.322 -2.235 -3.861
H 4.887 -2.930 -2.306
H 1.669 -2.018 -4.110
H 2.670 -3.387 -3.579
H 3.166 -2.419 -4.953
H 0.741 -3.468 -2.591
H -0.127 -2.249 -1.671
H 0.076 -3.885 -1.019
H 3.063 -4.149 -1.968
H 2.398 -4.730 -0.450
H 3.788 -3.655 -0.432
H 0.809 -1.655 0.789
H 2.345 -2.394 1.272
H 0.952 -3.409 0.957
N -0.754 0.452 0.696
P -1.992 0.281 1.618
C -1.552 -0.246 3.296
C -2.076 -1.369 3.925
C -1.635 -1.734 5.190
C -0.669 -0.980 5.834
C -0.130 0.137 5.207
C -0.566 0.498 3.946
C -2.862 1.884 1.778
C -2.031 2.990 1.967
C -2.555 4.265 2.083
C -3.926 4.464 1.988
C -4.760 3.379 1.778
C -4.233 2.098 1.675
C -3.214 -0.935 1.032
C -4.419 -1.204 1.685
C -5.310 -2.130 1.168
C -5.009 -2.809 -0.006
C -3.801 -2.574 -0.646
C -2.913 -1.645 -0.124
H -2.819 -1.980 3.433
H -2.047 -2.612 5.668
H -0.328 -1.264 6.821
H 0.633 0.722 5.702
H -0.121 1.352 3.452
H -0.958 2.844 2.017
H -1.894 5.106 2.249
H -4.339 5.458 2.081
H -5.830 3.524 1.708
H -4.911 1.273 1.513
H -4.652 -0.714 2.623
H -6.237 -2.332 1.688
H -5.706 -3.531 -0.407
H -3.541 -3.126 -1.540
H -1.944 -1.499 -0.602

---

[4]
7
Properties=species:S:1:pos:R:3 method="wB97M-V/def2-TZVPD" homo_ha="-0.195 / -0.196" spin_multiplicity=1 gap_ha="0.2446 / 0.2449" charge=-1 relative_energy_kj_mol=300.7
O -1.292 -1.210 -0.406
O -1.146 0.673 1.225
O -0.990 1.129 -1.195
P 4.165 1.369 0.481
S -0.872 0.170 -0.144
Br 5.403 -0.343 -0.173
Br 1.288 -0.114 0.070

---

[5]
17
Properties=species:S:1:pos:R:3 method="wB97M-V/def2-TZVPD" homo_ha=-0.337 spin_multiplicity=1 smiles="C=CC.NCO" gap_ha=0.3746 relative_energy_kj_mol=189.6
C -1.124 1.112 1.332
C -0.126 0.185 2.004
C 1.147 0.101 1.645
H -0.868 2.131 1.033
H -1.361 0.594 0.389
H -2.012 1.236 1.947
H -0.545 -0.290 2.880
H 1.889 -0.496 2.157
H 1.515 0.664 0.797
N 0.273 -1.539 -1.293
C 0.016 -0.534 -2.251
O 0.753 0.692 -2.009
H 0.824 -2.353 -1.520
H -0.031 -1.451 -0.340
H 0.332 -0.842 -3.244
H -1.039 -0.254 -2.311
H 0.357 1.045 -1.215

---

[6]
20
Properties=species:S:1:pos:R:3 method="wB97M-V/def2-TZVPD" homo_ha=-0.537 spin_multiplicity=1 gap_ha=0.4126 charge=+1 relative_energy_kj_mol=499.8
C 1.316 1.651 -1.432
C 0.255 -0.193 -2.063
C 0.942 -0.906 2.087
C -1.699 0.364 -0.573
C -0.006 -1.680 1.515
N 1.018 0.710 -2.466
N 0.498 1.267 -0.237
N -0.259 0.160 -0.645
H 0.972 2.584 -1.748
H 0.065 -1.048 -2.576
H 2.340 1.707 -1.274
H 1.844 -1.248 2.363
H 0.794 0.055 2.460
H -1.788 1.368 -1.020
H -2.377 -0.352 -1.017
H -2.058 0.339 0.384
H -0.988 -1.445 1.397
H 0.094 -2.708 1.412
H 1.222 1.195 0.439
H 0.148 -0.690 -0.160

---

[7]
74
Properties=species:S:1:pos:R:3 method="wB97M-V/def2-TZVPD" homo_ha=-0.354 spin_multiplicity=1 smiles=C1CCOC1.C1CCOC1.BrCCBr.BrCCBr.BrCCBr.BrCCBr.BrCCBr.BrCCBr gap_ha=0.3585
Br 4.846 5.808 -0.949
C 4.742 4.931 -2.705
C 5.991 5.234 -3.514
Br 5.522 4.903 -5.401
H 3.865 5.365 -3.171
H 4.606 3.862 -2.562
H 6.847 4.625 -3.252
H 6.204 6.289 -3.355
Br 2.202 -2.649 3.466
C 3.941 -1.884 2.927
C 4.470 -2.637 1.729
Br 6.356 -2.230 1.369
H 4.639 -2.046 3.744
H 3.782 -0.828 2.738
H 3.881 -2.487 0.825
H 4.403 -3.709 1.909
Br 1.372 3.731 -5.313
C 2.364 2.378 -4.362
C 1.419 1.222 -4.076
Br 2.356 -0.314 -3.288
H 2.728 2.813 -3.438
H 3.210 2.070 -4.969
H 0.982 0.950 -5.038
H 0.570 1.541 -3.475
Br -4.219 3.091 5.726
C -4.138 2.759 3.804
C -2.729 2.982 3.312
Br -2.615 2.854 1.368
H -4.815 3.434 3.288
H -4.492 1.747 3.621
H -1.963 2.405 3.829
H -2.430 4.002 3.568
Br 0.073 0.224 2.291
C 0.735 1.589 1.061
C 2.000 1.092 0.358
Br 2.835 2.593 -0.580
H 0.974 2.418 1.719
H 0.005 1.881 0.316
H 1.777 0.240 -0.280
H 2.648 0.724 1.155
Br -1.268 -0.085 -1.793
C -3.212 -0.109 -1.687
C -3.776 0.460 -2.978
Br -5.556 -0.271 -3.310
H -3.557 0.522 -0.866
H -3.559 -1.091 -1.379
H -3.171 0.197 -3.839
H -3.891 1.538 -2.930
C 0.061 -3.910 -1.919
C -0.656 -3.756 -0.603
C 0.429 -3.246 0.312
O 1.575 -3.999 -0.084
C 1.499 -4.284 -1.474
H 0.123 -2.939 -2.415
H -0.338 -4.633 -2.626
H -1.043 -4.699 -0.202
H -1.531 -3.102 -0.608
H 0.333 -3.438 1.381
H 0.558 -2.154 0.254
H 1.686 -5.354 -1.604
H 2.267 -3.773 -2.063
C -4.487 -1.113 2.017
C -3.145 -1.843 2.124
C -3.088 -2.325 3.564
O -4.228 -1.846 4.238
C -5.246 -1.608 3.254
H -4.969 -1.354 1.070
H -4.404 -0.031 2.127
H -2.295 -1.225 1.831
H -3.107 -2.707 1.454
H -2.153 -1.969 4.010
H -3.049 -3.419 3.603
H -5.941 -0.877 3.661
H -5.806 -2.534 3.082

---

[8]
21
Properties=species:S:1:pos:R:3 method="wB97M-V/def2-TZVPD" homo_ha="-0.538 / -0.536" spin_multiplicity=2 s_squared=0.754 gap_ha="0.4206 / 0.2396" charge=+1 relative_energy_kj_mol=26.0
C 1.169 1.549 1.187
C 1.325 1.109 -0.273
N 0.126 0.549 -0.836
C -0.428 -0.704 -0.357
N -1.635 -1.158 -0.926
H 0.532 2.424 1.252
H 2.124 1.907 1.545
H 0.823 0.751 1.826
H 1.639 1.942 -0.888
H 2.136 0.373 -0.416
H 0.079 0.575 -1.858
H -0.486 -0.674 0.750
H 0.391 -1.468 -0.416
H -2.391 -0.497 -0.762
H -1.558 -1.307 -1.925
H 1.642 -3.325 1.790
H 0.592 -4.284 1.305
O 1.275 -3.691 0.968
H -2.958 2.514 -0.955
H -1.719 1.698 -0.531
O -2.680 1.719 -0.480

---

[9]
31
Properties=species:S:1:pos:R:3 method="wB97M-V/def2-TZVPD" homo_ha=-0.343 spin_multiplicity=1 gap_ha=0.3418 relative_energy_kj_mol=293.8
N -0.702 0.462 -0.870
N 1.725 -1.918 -4.652
O -1.832 0.675 -0.018
C -0.880 -0.633 -1.541
C 0.588 -2.563 -4.362
C 2.019 -0.773 -4.003
C -0.262 -2.178 -3.334
C 1.153 -0.279 -3.003
C 0.029 -1.020 -2.614
C 0.916 0.910 3.163
C -0.256 -0.079 3.391
C 0.781 1.804 1.920
C -1.014 -0.389 2.051
C -0.670 2.179 1.643
C -1.538 0.885 1.406
H -1.772 -1.245 -1.349
H 0.369 -3.453 -4.878
H 2.919 -0.172 -4.290
H -1.134 -2.819 -3.158
H 1.292 0.681 -2.508
H 1.855 0.370 3.097
H 1.005 1.582 4.013
H -0.938 0.327 4.116
H 0.166 -0.974 3.827
H 1.415 2.678 2.013
H 1.189 1.246 1.053
H -0.314 -0.913 1.385
H -1.798 -1.083 2.275
H -1.071 2.674 2.561
H -0.735 2.890 0.798
H -2.508 1.126 1.866

---

[10]
85
Properties=species:S:1:pos:R:3 method="wB97M-V/def2-TZVPD" homo_ha=-0.197 spin_multiplicity=1 gap_ha=0.1693 relative_energy_kj_mol=157.4
Ba 0.042 -2.749 -0.221
C 3.876 -5.799 -2.327
C 4.519 -4.659 -2.606
C 4.541 -4.012 -3.961
C 3.175 -3.901 -4.680
C 1.925 -3.784 -3.851
C 1.328 -4.752 -3.133
C 1.591 -6.178 -3.462
C 3.075 -6.612 -3.298
C -2.420 -0.542 -0.194
H 4.008 -6.272 -1.357
H 5.183 -4.190 -1.875
H 5.234 -4.549 -4.650
H 4.979 -3.006 -3.834
H 3.248 -2.984 -5.294
H 3.089 -4.745 -5.391
H 1.310 -2.922 -4.146
H 0.484 -4.559 -2.453
H 1.324 -6.377 -4.519
H 0.953 -6.831 -2.851
H 3.057 -7.647 -2.924
H 3.547 -6.615 -4.294
H -2.683 -0.972 0.782
H -3.265 -0.447 -0.889
H -1.802 0.361 -0.170
P 0.068 -0.251 -2.549
P 2.689 0.087 -0.499
N -0.886 -1.758 -3.405
N -0.526 0.876 -3.708
N 2.752 -1.720 -0.043
N 4.192 0.449 0.246
C 1.804 -0.612 -3.086
C 2.993 0.025 -2.320
C -1.980 -2.360 -2.779
C -2.581 -3.246 -3.657
C -1.827 -3.220 -4.858
C -0.817 -2.288 -4.683
C -1.814 1.443 -3.575
C -1.876 2.600 -4.337
C -0.621 2.736 -5.015
C 0.168 1.659 -4.637
C 2.567 -2.079 1.311
C 2.500 -3.453 1.418
C 2.570 -3.977 0.092
C 2.772 -2.908 -0.767
C 5.498 -0.010 0.019
C 6.365 0.706 0.824
C 5.569 1.615 1.607
C 4.254 1.434 1.255
H 1.893 -0.405 -4.166
H 1.905 -1.703 -2.966
H 3.942 -0.479 -2.577
H 3.116 1.089 -2.613
H -2.304 -1.979 -1.816
H -3.477 -3.822 -3.463
H -2.010 -3.793 -5.752
H -0.049 -1.984 -5.376
H -2.549 0.967 -2.945
H -2.713 3.291 -4.387
H -0.329 3.553 -5.667
H 1.165 1.372 -4.935
H 2.490 -1.301 2.061
H 2.447 -4.044 2.329
H 2.485 -5.033 -0.192
H 2.986 -2.920 -1.831
H 5.683 -0.809 -0.676
H 7.438 0.626 0.867
H 5.935 2.322 2.343
H 3.330 1.878 1.604
O 0.393 0.289 1.271
C -0.525 -0.113 2.070
O -0.824 -1.345 2.272
C -1.307 0.988 2.790
C -1.836 0.766 4.072
C -2.215 1.820 4.892
C -2.275 3.117 4.351
C -1.898 3.343 3.016
C -1.391 2.296 2.261
N -2.844 4.200 5.097
O -3.170 4.028 6.296
O -3.035 5.288 4.496
H -1.958 -0.261 4.418
H -2.465 1.685 5.941
H -1.986 4.358 2.625
H -1.093 2.491 1.228

---

[11]
33
Properties=species:S:1:pos:R:3 method="wB97M-V/def2-TZVPD" homo_ha="-0.125 / -0.156" spin_multiplicity=5 s_squared=6.076 gap_ha="0.2456 / 0.2653" charge=-1
C 1.173 -1.846 -2.633
C -0.239 -1.536 -2.978
C -1.068 -2.041 -1.944
C -0.252 -2.711 -0.944
C 1.119 -2.638 -1.380
Co 1.399 -0.316 -1.519
N 3.153 -0.945 -0.674
C 1.457 1.128 -2.565
C 0.174 1.337 -3.110
H -2.156 -2.086 -1.958
H -0.548 -1.094 -3.915
H -0.609 -3.301 -0.140
H 1.952 -3.178 -0.949
H 1.973 -1.893 -3.352
H -0.026 0.875 -4.053
H 1.730 1.757 -1.602
H 2.995 0.097 -0.498
H -0.551 1.960 -2.625
H 2.335 0.843 -3.265
O -0.552 2.130 -0.081
C -0.343 1.039 0.522
O 0.213 -0.015 0.026
C -0.770 1.059 1.996
C -0.708 -0.076 2.822
C -1.080 -0.020 4.176
C -1.519 1.173 4.756
C -1.599 2.326 3.947
C -1.231 2.260 2.586
H -0.356 -1.007 2.383
H -1.022 -0.927 4.792
H -1.798 1.221 5.816
H -1.944 3.263 4.379
H -1.303 3.161 1.984

---

[12]
17
Properties=species:S:1:pos:R:3 method="wB97M-V/def2-TZVPD" homo_ha=-0.500 spin_multiplicity=1 gap_ha=0.3181 charge=+1 relative_energy_kj_mol=411.5
C -1.759 -0.756 -0.004
C -1.969 0.449 -0.421
C -0.096 1.450 0.622
C 0.907 0.347 0.163
C 1.143 -1.978 -0.129
N 0.434 -0.833 0.249
N -1.190 1.575 -0.353
S 2.574 0.577 -0.171
H -2.081 -1.673 0.422
H -2.955 0.421 -0.956
H -0.417 1.168 1.593
H 0.539 2.316 0.682
H 1.352 -2.219 -1.236
H 2.236 -2.096 0.163
H 0.576 -2.926 0.366
H -1.857 2.320 -0.388
H 2.563 1.859 -0.600

---

What did the ninth record say?
31
Properties=species:S:1:pos:R:3 method="wB97M-V/def2-TZVPD" homo_ha=-0.343 spin_multiplicity=1 gap_ha=0.3418 relative_energy_kj_mol=293.8
N -0.702 0.462 -0.870
N 1.725 -1.918 -4.652
O -1.832 0.675 -0.018
C -0.880 -0.633 -1.541
C 0.588 -2.563 -4.362
C 2.019 -0.773 -4.003
C -0.262 -2.178 -3.334
C 1.153 -0.279 -3.003
C 0.029 -1.020 -2.614
C 0.916 0.910 3.163
C -0.256 -0.079 3.391
C 0.781 1.804 1.920
C -1.014 -0.389 2.051
C -0.670 2.179 1.643
C -1.538 0.885 1.406
H -1.772 -1.245 -1.349
H 0.369 -3.453 -4.878
H 2.919 -0.172 -4.290
H -1.134 -2.819 -3.158
H 1.292 0.681 -2.508
H 1.855 0.370 3.097
H 1.005 1.582 4.013
H -0.938 0.327 4.116
H 0.166 -0.974 3.827
H 1.415 2.678 2.013
H 1.189 1.246 1.053
H -0.314 -0.913 1.385
H -1.798 -1.083 2.275
H -1.071 2.674 2.561
H -0.735 2.890 0.798
H -2.508 1.126 1.866